# H26O13

A cluster of 13 separate species, H26O13 in total at a distorted geometry (ωB97M-V/def2-TZVPD, the Open Molecules 2025 dataset).

Structure (ORCA input):
```
! wB97M-V def2-TZVPD RIJCOSX def2/J DEFGRID3
* xyz 0 1
O -19.11495 28.24934 6.92353
H -18.82680 29.14081 6.90573
H -18.55752 27.61037 6.38225
O -19.49514 25.11760 6.06315
H -19.79741 25.40208 6.87460
H -19.61758 24.14753 6.13729
O -17.09459 25.28850 3.91056
H -16.49561 24.97528 3.20776
H -17.90071 25.59147 3.48261
O -15.30115 23.24464 7.70502
H -14.45262 23.55146 7.78654
H -15.81187 23.93082 7.28884
O -18.18081 23.14515 9.15522
H -18.74668 23.82105 9.54660
H -18.52425 22.33077 9.54276
O -17.05206 25.04338 7.00599
H -17.42688 25.39868 7.83148
H -17.79989 25.12015 6.35145
O -15.01185 26.70750 4.98893
H -14.35190 26.23151 5.43168
H -15.81101 26.14547 4.96487
O -19.53491 25.11341 10.32281
H -18.64601 25.53520 10.24835
H -19.60021 24.88462 11.21726
O -19.58530 26.87711 3.95411
H -20.51469 26.71456 3.68620
H -19.53168 26.29304 4.65700
O -14.71521 26.84160 9.12339
H -15.45822 27.28964 8.82297
H -15.03920 26.09305 9.57649
O -17.96243 22.70618 3.87673
H -17.64829 23.59080 4.12223
H -17.98660 22.66347 2.93687
O -16.22680 24.59303 10.41649
H -16.77177 24.13722 9.77125
H -15.54319 23.98131 10.65330
O -17.75902 26.84242 9.13373
H -17.65683 27.14218 10.03434
H -17.50640 27.48259 8.46730
*
```

Results
ΔE to the lowest compared entry with this formula, charge and spin, kcal per mole: 57.8
Energy, eV: -27039.44059
Gap between HOMO and LUMO, eV: 10.33
E_HOMO, eV: -10.3

Results of the Löwdin charge analysis, in e, for atoms 1 through 5: atom 1 (O): -0.049, atom 2 (H): 0.026, atom 3 (H): 0.063, atom 4 (O): -0.005, atom 5 (H): 0.034